No. 1
{
  "formula": "C5H6FN",
  "method": "the ωB97M-V functional and the def2-TZVPD basis",
  "relative_energy_kcal_mol": 81.90,
  "gap_ev": [7.863, 7.864],
  "total_charge": 0,
  "spin_multiplicity": 1,
  "elements": ["C", "C", "C", "C", "C", "N", "F", "H", "H", "H", "H", "H", "H"],
  "positions_angstrom": [[-0.861777, 0.114097, -0.196858], [-0.785034, 1.525228, -0.380790], [1.255054, 2.664051, 0.372732], [0.131698, -0.769207, 0.006435], [-0.049683, -2.196869, 0.325800], [0.323101, 2.134818, -0.190953], [1.448337, -0.322878, 0.317806], [-1.719650, -0.343432, -0.426391], [-1.773679, 1.959572, -0.672905], [2.161706, 2.952890, -0.142440], [-0.695881, -2.656370, -0.448215], [-0.461759, -2.459010, 1.217226], [1.027567, -2.602890, 0.218554]],
  "forces_ev_per_a": [[4.20, 0.12, -0.05], [-1.15, -0.18, -0.45], [0.11, 0.24, -0.02], [0.51, 1.56, 1.99], [2.97, -0.68, -4.09], [-0.75, 0.82, 0.62], [-1.83, -0.63, -0.72], [-3.44, -1.49, -0.61], [1.50, 0.50, 0.19], [0.17, -0.07, -0.28], [0.48, 0.07, 0.24], [-0.89, -0.27, 2.89], [-1.88, 0.01, 0.29]],
  "lowdin_charge": [-0.052, -0.148, 0.079, -0.266, -0.038, -0.051, -0.018, 0.068, 0.133, 0.039, 0.095, 0.041, 0.120]
}

=====

No. 2
{
  "formula": "C5H6FNS",
  "method": "the ωB97M-V functional and the def2-TZVPD basis",
  "relative_energy_kcal_mol": 34.31,
  "gap_ev": 8.926,
  "total_charge": 0,
  "spin_multiplicity": 1,
  "smiles": "C=C(F)[C@@H]1CN1C=S",
  "elements": ["C", "C", "F", "C", "C", "N", "C", "S", "H", "H", "H", "H", "H", "H"],
  "positions_angstrom": [[1.723484, -1.166345, 1.012415], [1.451534, -0.621495, -0.169845], [2.278739, -0.784264, -1.218493], [0.179122, 0.029208, -0.615392], [-0.133004, 1.472436, -0.280329], [-0.888192, 0.377149, 0.312523], [-2.234522, 0.163956, 0.112584], [-2.834050, -1.240081, -0.445733], [1.005102, -1.188670, 1.820772], [2.675939, -1.667965, 1.207767], [-0.179276, -0.391465, -1.562670], [-0.700739, 2.052522, -1.021812], [0.578663, 2.037318, 0.364011], [-2.922797, 0.927699, 0.484200]],
  "forces_ev_per_a": [[0.41, -0.01, -0.29], [-0.92, -0.85, 0.96], [0.22, 0.35, 0.03], [-0.61, 0.05, -0.18], [-0.03, 0.32, -0.13], [0.62, 0.49, 0.23], [0.35, -1.01, 0.11], [-0.04, 0.21, -0.09], [-0.09, 0.36, -0.19], [-0.33, 0.22, -0.30], [0.14, 0.38, 0.16], [0.50, -0.16, 0.27], [-0.74, -0.57, -0.46], [0.52, 0.21, -0.11]],
  "lowdin_charge": [0.098, -0.324, 0.056, -0.206, -0.046, -0.116, -0.698, 0.642, 0.068, 0.075, 0.142, 0.118, 0.127, 0.065]
}

=====

No. 3
{
  "formula": "C5H6FNS",
  "method": "the ωB97M-V functional and the def2-TZVPD basis",
  "relative_energy_kcal_mol": 84.30,
  "gap_ev": 8.845,
  "total_charge": 0,
  "spin_multiplicity": 1,
  "smiles": "C=CC(/C=N\\S)=C\\F",
  "elements": ["C", "C", "C", "C", "N", "S", "C", "F", "H", "H", "H", "H", "H", "H"],
  "positions_angstrom": [[-1.175338, -1.979876, 0.131752], [-0.640011, -0.710585, 0.325294], [0.521918, -0.005156, -0.306126], [1.051126, 1.358961, 0.153340], [0.441335, 2.484412, 0.593818], [-1.418249, 2.179862, 0.275185], [1.481966, -0.765021, -0.905277], [1.261606, -2.087886, -1.282267], [-1.910084, -2.434147, 0.825099], [-1.308792, -2.521967, -0.737087], [-0.981112, -0.368465, 1.316629], [2.192201, 1.599617, 0.483261], [-1.925591, 3.563167, 0.302998], [2.409025, -0.312916, -1.176620]],
  "forces_ev_per_a": [[-0.54, 2.97, 1.20], [-0.99, -2.57, 1.17], [1.31, -1.07, 0.45], [0.54, 3.73, 2.93], [-1.59, -4.40, -2.53], [0.80, 2.90, 0.46], [-2.21, -0.42, -0.22], [0.65, 2.44, 0.70], [0.68, 0.98, 0.30], [1.04, -0.87, -2.15], [0.63, 0.52, -0.58], [-2.33, -1.50, -1.41], [1.25, -2.24, 0.05], [0.76, -0.47, -0.36]],
  "lowdin_charge": [0.034, -0.181, -0.241, -0.267, -0.248, 0.605, -0.041, 0.010, 0.066, 0.022, 0.081, 0.155, -0.105, 0.110]
}